Entry from OMol25: C12H17Cl2F5O2Sn as an isolated structure (ωB97M-V with the def2-TZVPD basis set).

Calculated total energy, eV: -61278.0706
Charge: -2
Largest force on an atom, eV Å⁻¹: 4.87

```
39
Properties=species:S:1:pos:R:3:forces:R:3:lowdin_charge:R:1
Sn 1.082901 -1.366856 1.311244 -0.7481 3.3397 1.5254 0.968
Cl 1.779426 2.753543 0.818303 0.2543 -0.1255 0.3862 -0.538
Cl 2.929576 -1.061448 -0.067092 -0.0165 -0.1908 0.0569 0.077
F 1.787246 0.242949 4.133124 1.2292 -3.3290 -0.6722 -0.012
F 1.991857 -3.339570 3.954426 0.0476 -1.3261 -0.4152 0.182
F 3.526859 -1.157110 3.428382 -0.9131 0.1430 1.0724 0.031
F 0.291052 -2.138959 4.562333 -0.3738 -0.1891 -0.3437 0.173
F 2.154335 -2.010952 5.682320 -0.5423 -0.9088 -0.1236 0.058
O 0.526872 -3.193477 1.126918 0.1699 -1.5701 -0.2189 -0.387
O -0.617939 -0.392643 1.839326 0.3085 -1.2150 0.4513 -0.347
C 0.854101 2.772600 -2.310581 -2.2012 0.2635 -2.2868 -0.136
C 1.180502 -0.241942 -3.043270 -0.7007 -0.7899 -0.8062 -0.121
C -1.664850 3.072307 -0.419174 -0.0873 0.3285 -1.6180 -0.088
C 1.595308 -2.186888 4.397148 1.9220 2.5757 2.7373 -0.655
C 2.174659 -1.063135 3.606242 -1.9510 2.3923 -3.7604 -0.333
C 0.098114 0.302410 -2.207665 -0.9975 1.3520 0.8103 -0.272
C -2.977714 0.236477 -0.069937 0.7794 -1.5973 0.3549 -0.106
C -0.963353 -0.428629 -1.578382 0.8672 1.8593 0.9054 -0.285
C -1.747075 0.509315 -0.845843 0.8961 1.4127 -1.0452 -0.271
C -1.221648 -1.856688 -1.702185 1.5146 -1.1708 2.2662 -0.114
C -0.068158 1.689798 -1.904453 -0.4273 -1.7967 0.3150 -0.278
C -1.199550 1.819555 -1.061770 -0.1413 -1.9925 -0.2699 -0.254
H -2.026293 3.774473 -1.220752 0.1590 -0.1824 0.7213 0.074
H 0.841823 3.551251 -1.598117 0.1632 0.9574 0.7244 -0.010
H -3.861243 0.410206 -0.649246 -0.9481 0.1569 -0.3170 0.046
H 0.491652 3.189623 -3.339591 0.7366 -0.3232 1.2739 0.086
H -1.798750 -2.096402 -2.528592 -1.3500 -0.7709 -1.8715 0.031
H -2.991640 0.839055 0.824306 -0.2168 0.1750 0.4701 0.049
H -0.256060 -2.424139 -1.761968 -0.7129 0.1873 -0.1343 0.065
H -2.972633 -0.850495 0.229848 -0.2318 0.9065 -0.0533 0.064
H 1.187011 -3.766095 0.698404 -0.3856 0.4070 0.1939 0.003
H -1.247629 -0.953554 2.359864 0.9659 0.4278 -0.7147 0.013
H 1.048607 0.055778 -4.102273 0.2668 -0.1268 0.1088 0.065
H -1.725498 -2.242139 -0.784943 0.1571 0.0714 -0.5909 0.066
H -0.843720 3.520196 0.107008 0.4137 0.4630 0.4576 0.010
H 1.830414 2.407048 -2.421792 1.5440 -0.3531 -0.1771 0.028
H 2.130277 0.103644 -2.697938 0.9191 0.1787 0.0894 0.025
H 1.158776 -1.346897 -3.007331 0.2361 0.3205 -0.0910 0.054
H -2.477617 2.867790 0.243699 -0.6050 0.0397 0.5891 0.038
```
Forces are in eV/Å.

Entry from OMol25: C3H5N5 in the gas phase (ωB97M-V with the def2-TZVPD basis set).

Energy relative to the best compared isomer or geometry (same formula, charge and spin), kcal per mole: 101.37
Structure (SMILES): N=C1NN=CC=NN1
Largest force on an atom, eV Å⁻¹: 5.28

```
13
Properties=species:S:1:pos:R:3:forces:R:3:lowdin_charge:R:1
N -0.485092 -0.207699 -1.628621 1.0164 3.2419 2.4923 0.099
N -1.781952 -1.210933 1.450122 2.8991 1.1625 -0.4601 0.093
N 0.507513 -0.434236 0.898145 -1.5894 -0.3950 0.0175 -0.014
N -1.213038 0.496317 -0.313188 -0.9000 -5.1199 -0.9081 0.048
N 1.199504 0.758753 0.690920 0.5237 -0.6458 -0.1200 0.046
C 1.376932 1.079541 -0.528042 -2.4127 -1.7569 -0.0949 -0.134
C 0.719718 0.295720 -1.614784 -0.7811 -1.2074 -2.0557 -0.164
C -0.930882 -0.551888 0.698374 1.2987 1.7686 1.8874 -0.455
H 1.288600 0.025091 -2.576163 -0.5355 0.4156 1.6108 0.125
H 0.844202 -0.828954 1.741145 -0.0055 -0.3669 0.9120 0.101
H -2.200695 0.192975 -0.448574 0.3996 0.9346 -0.6603 0.097
H -1.259091 -1.544480 2.342642 -1.0650 0.4168 -2.0801 0.077
H 1.934283 1.929793 -0.711975 1.1517 1.5520 -0.5408 0.079
```
Forces are in eV/Å.

Question: Among the records above, which one has the highest largest force on an atom?
Answer: C3H5N5